[1]
Below is a 3-piece molecular cluster, C4H12NO4 overall at a distorted geometry, with properties calculated with ωB97M-V/def2-TZVPD.

Positions of all 21 atoms, in Å:
H1 -2.19 -2.22 -2.17
O1 -1.44 -0.96 -0.30
C1 0.48 1.82 0.17
H2 -1.31 -2.50 -1.10
O2 1.85 -0.52 -0.71
H3 -2.79 -0.12 0.97
O3 3.19 1.47 -1.64
H4 -1.93 -1.58 1.53
N1 0.43 0.49 0.83
C2 -1.80 -0.62 0.97
O4 -1.65 -2.98 -1.91
H5 0.67 -1.53 0.52
C3 0.97 -0.53 0.16
H6 -1.21 1.25 1.84
C4 -0.71 0.28 1.73
H7 1.38 2.24 0.61
H8 -0.31 -0.10 2.66
H9 2.40 0.93 -1.34
H10 3.51 0.90 -2.32
H11 -0.39 2.42 0.37
H12 0.85 1.85 -0.85

* frontier orbital gap: 7.54 eV
* largest force on an atom: 2.61 eV/Å
* ΔE to the lowest compared entry with this formula, charge and spin: 70.4 kcal per mole
* charge: -1
* HOMO: -3.828 eV

=====

[2]
Below is a 3-piece molecular cluster, C7H14Cl2 overall at a distorted geometry, with properties calculated with ωB97M-V/def2-TZVPD.

Positions of all 23 atoms, in Å:
Cl1 -1.61 1.13 2.09
H1 -1.45 1.76 -1.94
H2 -0.66 -2.45 2.31
H3 0.52 -1.21 2.12
C1 -2.02 -0.96 0.54
H4 0.32 3.72 -1.05
H5 2.46 0.89 -0.32
H6 -0.43 0.42 -2.63
H7 -2.51 -0.21 -0.08
C2 1.64 0.51 -0.95
C3 -0.50 -1.38 2.47
Cl2 1.97 -3.35 -0.19
H8 1.24 -0.41 -0.46
C4 1.01 2.86 -1.05
C5 0.63 1.56 -1.16
H9 -0.64 -1.13 3.54
H10 -1.75 -1.89 0.21
H11 2.03 0.16 -1.86
H12 0.82 -3.81 -0.04
H13 1.84 2.93 -0.44
H14 -0.94 0.34 -1.03
C6 -0.65 1.06 -1.71
C7 -1.34 -0.53 1.63

* frontier orbital gap: 9.42 eV
* largest force on an atom: 3.50 eV/Å
* ΔE to the lowest compared entry with this formula, charge and spin: 50.5 kcal per mole
* structure (SMILES): C=C(C)Cl.C=C(C)C.Cl
* HOMO: -8.901 eV

=====

[3]
Below is one molecule with the formula C13H19N3OS, with properties calculated with ωB97M-V/def2-TZVPD.

Positions of all 37 atoms, in Å:
C1 -5.42 -1.91 -0.43
C2 4.21 -1.63 0.44
H1 3.67 -2.34 1.07
C3 4.16 -0.24 1.07
C4 -4.33 0.09 0.12
H2 1.54 -1.79 -0.27
N1 -3.30 -0.37 -0.57
H3 -6.39 -2.36 -0.24
H4 4.16 -0.94 -1.60
C5 -3.18 2.11 0.63
H5 1.70 -1.06 -1.88
H6 5.24 -1.97 0.37
C6 -2.07 1.61 -0.07
H7 -4.62 -2.54 -0.03
O1 -5.44 -0.66 0.23
H8 -1.43 -0.06 -1.30
H9 2.70 1.27 1.57
C7 2.10 0.29 -0.25
C8 -2.21 0.37 -0.67
H10 -5.26 -1.78 -1.50
C9 0.39 2.05 -0.32
S1 1.47 3.26 -0.61
H11 2.14 -0.40 1.80
N2 -0.93 2.40 -0.17
H12 3.60 -2.60 -1.39
C10 2.72 0.26 1.15
H13 -3.12 3.09 1.09
H14 4.60 -0.27 2.07
C11 3.58 -1.60 -0.95
C12 -4.32 1.35 0.73
H15 0.05 0.13 0.21
C13 2.14 -1.10 -0.88
H16 4.75 0.45 0.47
H17 -1.07 3.40 -0.11
N3 0.73 0.76 -0.20
H18 2.65 1.00 -0.87
H19 -5.19 1.70 1.26

* frontier orbital gap: 8.67 eV
* largest force on an atom: 0.89 eV/Å
* ΔE to the lowest compared entry with this formula, charge and spin: 0.0 kcal per mole
* structure (SMILES): COc1ccc(NC(=S)NC2CCCCC2)cn1
* HOMO: -8.018 eV

=====

[4]
Below is C41H45IrN8S as an isolated structure at a distorted geometry, with properties calculated with ωB97M-V/def2-TZVPD.

Positions of all 96 atoms, in Å:
H1 -1.07 0.42 5.14
H2 -2.03 2.64 -2.70
C1 -2.39 3.24 0.67
C2 -4.65 2.15 0.62
H3 0.88 -7.79 1.94
C3 -0.65 -4.29 0.96
C4 -0.86 -2.57 -2.44
H4 0.37 -0.23 -2.76
C5 -4.61 2.15 -1.88
H5 -1.07 -7.37 -0.97
H6 2.97 -2.05 -2.24
H7 -5.72 2.33 0.63
H8 1.92 -2.34 1.35
H9 -4.35 1.58 -2.77
C6 -2.74 1.11 -0.61
C7 -1.69 -3.01 -3.49
S1 -0.27 2.01 3.49
H10 4.72 5.49 2.29
H11 -3.76 5.25 -0.63
H12 4.10 -0.13 2.74
H13 5.55 0.77 2.28
H14 0.78 -6.13 2.41
N1 0.56 -6.86 1.75
N2 -0.48 -7.58 -0.19
N3 -0.71 -5.42 0.40
H15 -2.50 0.48 0.26
C8 0.82 1.83 -3.08
C9 -1.96 2.42 -0.55
N4 1.11 -2.03 -1.27
H16 4.63 -0.14 1.07
C10 1.50 2.52 1.10
C11 3.23 -3.97 1.87
C12 3.71 5.47 1.90
H17 2.02 0.45 1.15
H18 1.13 -2.88 -3.16
C13 3.16 -2.92 -0.29
C14 -4.25 1.37 -0.62
C15 3.25 4.06 1.67
C16 0.53 -2.52 -2.32
N5 -0.72 -3.19 1.34
C17 -2.99 -2.81 -3.08
H19 1.22 1.66 -4.07
C18 4.71 -4.70 0.13
H20 -5.34 4.46 -0.67
H21 -3.89 -3.02 -3.62
C19 -0.21 -6.59 0.68
C20 2.38 1.46 1.29
C21 2.55 -1.91 -1.24
H22 -1.82 4.17 -1.86
H23 4.53 -3.69 -1.74
H24 -5.68 2.35 -1.90
H25 -2.47 0.56 -1.51
C22 -2.33 3.21 -1.82
N6 0.14 2.17 0.85
C23 -2.92 -2.24 -1.80
C24 4.55 0.49 1.96
C25 -1.11 -0.40 3.11
H26 -1.35 -3.41 -4.43
H27 -1.50 -1.38 3.32
H28 4.66 -5.55 2.10
C26 3.69 1.68 1.69
H29 -3.73 -1.96 -1.15
C27 0.33 3.26 -1.25
C28 1.93 3.82 1.30
C29 2.70 -3.01 1.01
C30 0.85 3.10 -2.49
H30 3.68 6.03 0.96
H31 -4.07 4.04 -2.77
H32 5.12 3.18 2.21
C31 -0.89 0.53 4.09
H33 -4.39 1.59 1.52
N7 -0.12 0.84 -1.10
C32 0.33 0.76 -2.33
H34 -4.18 4.06 1.51
N8 -1.66 -2.09 -1.42
H35 5.51 -5.35 -0.21
H36 -4.77 0.40 -0.63
H37 1.24 4.64 1.21
C33 -3.90 3.49 0.62
H38 3.04 5.97 2.60
H39 1.31 3.93 -3.01
C34 -0.32 1.34 1.84
C35 -0.75 0.03 1.80
C36 4.17 -3.77 -0.73
C37 4.24 -4.81 1.43
C38 -0.35 2.14 -0.53
H40 2.79 -0.89 -0.90
H41 -2.17 2.70 1.59
H42 -1.85 4.19 0.70
H43 0.35 4.22 -0.76
H44 2.87 -4.04 2.88
C39 -4.26 4.28 -0.64
C40 4.11 2.99 1.88
Ir1 -0.41 -1.34 0.22
H45 -0.18 -8.52 -0.03
C41 -3.84 3.47 -1.86

* 2S+1: 2
* frontier orbital gap (spin up / spin down): 6.22 / 6.07 eV
* expectation value of S²: 0.784
* largest force on an atom: 3.21 eV/Å
* charge: +1
* HOMO (spin up / spin down): -9.790 / -9.790 eV